75
Properties=species:S:1:pos:R:3:forces:R:3:mulliken_charge:R:1 method="wB97M-V/def2-TZVPD" e_lumo_ev=-0.41 e_homo_ev=-7.0407 de_lowest_kj_mol=303.25 total_charge=0
Sb 1.79703 0.67284 0.66045 -0.1 0.0 0.1 1.73
Ga -0.90465 -1.34129 -1.02887 -0.2 0.1 -0.6 -0.71
S 1.38857 -1.21080 -0.62926 -0.2 -0.1 0.4 -0.73
F -3.27522 -0.78932 2.75133 0.0 0.0 0.0 -0.35
F -2.43442 -3.22363 1.79299 0.0 0.0 0.0 -0.19
F -3.87131 -4.00371 0.40142 0.0 0.0 0.0 -0.24
F -5.06764 -2.42518 -1.26989 0.0 0.0 0.0 -0.24
F -6.03953 -1.56411 0.45076 0.0 0.0 0.0 -0.27
F -4.55262 -3.00208 2.19082 0.0 0.0 0.0 -0.28
F -0.96103 -1.02429 1.94479 0.1 0.1 -0.1 -0.26
F -4.98659 -0.30204 -0.96755 0.0 0.0 0.0 -0.19
F -4.59993 0.34584 1.50144 0.0 0.1 0.0 -0.34
O -2.65962 -1.64819 -0.51357 0.4 -0.1 0.4 0.64
O -1.10327 0.44535 -1.72151 0.3 -0.2 0.2 -0.39
N -0.77381 -2.69990 -2.34934 0.0 0.1 0.0 1.05
N -1.08938 0.17131 1.20015 -0.1 0.2 -0.2 0.16
N -4.28582 3.31350 0.14442 0.0 0.0 -0.1 -0.66
N -2.02733 2.40974 -2.16042 0.1 0.1 -0.2 -0.24
C -3.47606 -0.40268 1.47474 0.0 -0.1 -0.2 1.18
C -0.37499 -4.67425 -3.31756 0.0 0.0 0.0 -0.87
C 5.90657 2.03505 1.02164 0.0 0.0 0.0 -0.69
C -4.96117 -1.48292 -0.33484 0.0 0.0 0.0 0.32
C 0.44393 4.91016 -1.31942 0.0 0.0 0.0 -0.54
C 4.54060 1.85431 1.17195 0.0 0.0 0.0 -0.44
C -0.24619 -3.96381 -2.15487 -0.1 0.0 0.0 0.90
C 0.27546 -4.42649 -0.83042 0.0 0.1 0.0 -1.45
C 1.64971 2.83336 -1.38830 0.0 0.0 0.0 -0.59
C -1.25774 -2.63300 -3.64187 0.0 0.0 0.0 0.62
C -1.85144 1.39540 -1.30510 -0.5 0.1 0.3 1.21
C 5.96087 0.27445 -0.61792 0.0 0.0 0.0 -0.60
C -2.32786 0.44399 0.93428 0.5 -0.5 0.4 -1.30
C 1.67801 0.53512 2.75657 0.0 0.0 0.0 0.82
C -3.61369 -1.63553 0.45160 -0.3 0.1 0.1 0.57
C -1.97903 -1.43292 -4.16328 0.0 0.0 0.0 -1.21
C 2.69641 -0.19330 3.36381 0.0 0.0 0.0 -0.69
C 3.88182 0.88008 0.42539 0.0 0.0 -0.1 0.23
C 1.12276 2.49239 -0.14500 -0.1 0.0 0.0 0.58
C -0.08583 4.56823 -0.08403 0.0 0.0 0.0 -0.64
C 2.71701 -0.33544 4.74362 0.0 0.0 0.0 -0.65
C -2.55993 1.42613 -0.06483 0.1 0.2 -0.5 0.82
C 4.59176 0.08977 -0.47106 0.0 0.0 0.0 -0.59
C -1.01479 -3.82788 -4.26385 0.0 0.0 0.0 -0.96
C 0.71972 0.99226 4.90969 0.0 0.0 0.0 -0.83
C -3.55975 2.41928 0.07721 0.1 0.1 0.1 -0.95
C -3.62263 -2.98717 1.22731 0.0 0.0 0.0 0.50
C 0.68647 1.12679 3.53053 0.0 0.0 0.0 0.03
C 0.25432 3.35844 0.50668 -0.1 0.0 0.1 -0.06
C 1.30999 4.04346 -1.97303 0.0 0.0 0.0 -0.74
C 6.61536 1.24418 0.12627 0.0 0.0 0.0 -0.49
C 1.73089 0.25965 5.51546 0.0 0.0 0.0 -0.52
H -0.05515 1.45088 5.50949 0.0 0.0 0.0 0.43
H -1.43715 -0.50790 -3.95939 0.0 0.0 0.0 0.17
H -0.07016 -5.69915 -3.46199 0.0 0.0 0.0 0.50
H 1.72412 4.30961 -2.93682 0.0 0.0 0.0 0.41
H 7.68202 1.38525 0.01021 0.0 0.0 0.0 0.38
H 4.08420 -0.67016 -1.05264 0.0 0.0 0.0 0.37
H 1.32626 -4.17599 -0.66880 0.0 0.0 0.0 0.23
H -2.97622 -1.33962 -3.72281 0.0 0.0 0.0 0.18
H 0.17706 -5.50927 -0.75902 0.0 0.0 0.0 0.38
H 0.17852 5.85507 -1.77593 0.0 0.0 0.0 0.41
H 3.50382 -0.91191 5.21164 0.0 0.0 0.0 0.41
H -0.12800 1.66987 3.07471 0.0 0.0 0.0 0.08
H -1.64300 2.32073 -3.08459 0.0 0.0 0.0 0.30
H 6.51399 -0.34209 -1.31419 0.0 0.0 0.0 0.42
H -0.77279 5.23489 0.42051 0.0 0.0 0.0 0.46
H -0.29547 -4.00129 0.00148 0.0 0.0 0.0 0.21
H -2.63582 3.17901 -1.93710 0.0 0.0 0.0 0.24
H 6.41758 2.79136 1.60287 0.0 0.0 0.0 0.41
H -0.16783 3.10585 1.46943 0.0 0.0 0.0 0.04
H 1.74650 0.14901 6.59172 0.0 0.0 0.0 0.39
H -2.09684 -1.51708 -5.24301 0.0 0.0 0.0 0.42
H 3.47770 -0.65243 2.76888 0.0 0.0 0.0 0.39
H -1.28324 -4.07141 -5.28002 0.0 0.0 0.0 0.49
H 3.99440 2.47258 1.87653 0.0 0.0 0.0 0.39
H 2.33144 2.16302 -1.90068 0.0 0.0 0.0 0.46



13
Properties=species:S:1:pos:R:3:forces:R:3:nbo_charge:R:1 method="wB97M-V/def2-TZVPD" e_lumo_ev=-3.74 e_homo_ev=-10.1534 de_lowest_kj_mol=705.11 total_charge=0
O 2.07147 -0.04670 0.27271 -1.0 0.0 -0.6 -0.90
O -2.77143 0.59409 0.10801 -1.2 -1.0 0.0 -0.46
N -1.12768 -0.55503 -1.02825 1.7 -0.9 -1.1 -0.15
C 0.13372 -1.02677 -0.78187 -3.9 -3.6 1.1 -0.46
C -1.65152 0.18764 0.03935 1.6 2.0 0.3 0.61
C -0.52565 0.91666 0.73916 -1.2 0.8 0.8 -0.74
H -1.02062 1.62058 1.41046 0.3 0.0 0.0 0.24
H 0.40890 -1.94977 -1.28943 0.2 0.6 -1.4 0.26
H 0.96732 -0.24633 -0.96104 2.5 1.2 1.0 0.40
H 3.02707 -0.03157 0.16327 0.2 0.0 -0.7 0.45
H -0.09949 1.44994 -0.09108 0.4 0.7 -0.2 0.24
H 0.30504 0.39334 1.17011 0.0 -0.3 0.4 0.28
H 0.28287 -1.30608 0.24860 0.4 0.5 0.5 0.23



16
Properties=species:S:1:pos:R:3:forces:R:3:nbo_charge:R:1 method="wB97M-V/def2-TZVPD" e_lumo_ev=0.57 e_homo_ev=-9.3207 de_lowest_kj_mol=279.20 total_charge=0
O -3.00775 0.08103 -1.07297 1.7 -0.3 0.8 -0.54
O 3.00520 -0.08574 -0.13557 0.0 0.8 1.1 -0.72
N 0.63773 0.11629 -0.72636 -0.3 0.4 -0.3 -0.64
C 1.70043 -0.62504 -0.01753 -0.7 -0.5 0.9 0.11
C -1.13114 0.98319 0.93707 -0.3 -0.5 -1.3 -0.65
C -1.84802 -0.31639 -1.13160 -1.9 0.9 -2.3 0.42
C -0.74785 -0.00813 -0.19164 0.6 -2.3 2.0 -0.14
H -2.09379 0.67648 1.36966 0.6 -0.3 0.4 0.24
H -1.62937 -0.96196 -2.00608 0.6 -0.1 0.3 0.13
H 3.47565 -0.27269 0.71011 -0.6 0.4 -1.0 0.48
H 0.86868 1.10632 -0.75409 0.2 -0.2 -0.1 0.38
H -0.23494 0.86552 1.57218 -0.9 1.1 0.4 0.22
H 1.84408 -1.61455 -0.37014 -0.7 -1.1 -1.1 0.15
H -0.77642 -1.09651 0.28025 0.3 1.7 -0.3 0.21
H 1.38104 -0.81952 1.02410 0.3 0.7 0.2 0.12
H -1.44352 1.97171 0.51262 1.2 -0.5 0.4 0.23



54
Properties=species:S:1:pos:R:3:forces:R:3:nbo_charge:R:1 method="wB97M-V/def2-TZVPD" e_lumo_ev=-3.38 e_homo_ev=-10.8231 total_charge=+1
S -0.32408 -1.58428 3.37924 -0.4 0.0 -0.2 0.12
P -1.20600 2.63709 -0.68679 -0.1 0.5 2.3 0.74
O -1.32596 -0.56387 8.31516 0.1 0.0 0.0 -0.53
O 0.58917 -0.95682 -5.61256 0.0 -0.1 0.2 -0.56
N -0.98599 0.28255 1.44005 0.3 -0.8 -0.5 -0.48
N 1.87992 0.10303 -0.96309 0.5 1.1 0.0 -0.49
C 1.14325 0.58413 0.24304 -0.3 -1.0 1.3 -0.25
C -0.71316 -1.53627 -5.47057 -0.1 0.0 0.0 -0.06
C 0.97756 -0.52667 7.77538 0.0 -0.1 -0.1 -0.43
C -0.60521 -2.98204 -5.92713 0.1 0.0 -0.2 -0.43
C -0.24846 0.41770 -2.32333 -0.5 0.2 0.6 -0.44
C -0.99117 0.81632 -1.01262 0.4 0.1 -0.9 -0.50
C -0.02847 -0.65584 8.91144 0.0 0.1 0.1 -0.07
C 0.21619 3.63366 -1.33667 -0.4 -0.1 -0.8 -0.94
C 0.22725 0.37726 6.80244 0.0 0.1 0.1 -0.43
C 1.27715 0.51479 -2.27830 -0.5 -0.8 -1.2 -0.24
C -1.20472 -0.10945 6.96924 -0.1 -0.1 0.0 -0.07
C 0.83982 -3.31350 -5.56566 0.0 0.0 0.1 -0.43
C 1.54631 -1.99770 -5.86259 0.0 0.0 -0.2 -0.07
C -2.70920 3.23476 -1.56446 0.7 -0.6 -0.7 -0.92
C -0.77946 -0.58684 2.26594 0.5 0.4 0.7 0.22
C -0.29580 0.09197 0.15298 -0.7 0.8 -0.6 -0.06
H -1.33746 -3.63305 -5.45321 0.0 0.0 0.0 0.23
H -1.41798 -0.95366 6.30187 0.0 0.1 -0.1 0.16
H -1.94149 0.67305 6.78300 0.0 0.0 0.0 0.19
H 0.91311 -3.54839 -4.49986 0.0 0.0 0.0 0.19
H 0.29175 4.53082 -0.72365 -0.1 -0.1 0.1 0.26
H 2.81765 0.50807 -0.92232 0.1 -0.2 0.0 0.44
H 1.66461 -0.18292 -3.02489 0.1 0.1 0.1 0.25
H 1.85245 -1.93724 -6.91029 0.1 0.0 0.0 0.18
H -2.56707 4.29558 -1.76916 -0.1 0.0 0.1 0.25
H -2.00183 0.40685 -1.08880 0.0 0.2 0.0 0.26
H 1.25173 -4.15022 -6.12594 0.0 0.0 0.0 0.23
H 0.58059 0.30823 5.77341 0.0 0.0 0.0 0.21
H 2.01321 -0.90642 -0.90263 -0.3 0.0 -0.1 0.44
H 0.30963 1.41861 7.12169 0.0 0.0 0.0 0.21
H -0.74363 -3.04439 -7.00784 0.0 0.0 0.0 0.22
H 1.60734 0.10601 1.11153 0.1 0.1 -0.1 0.24
H -0.99815 -1.47748 -4.41458 -0.1 -0.1 0.0 0.14
H 0.05574 -1.60089 9.44790 -0.1 0.0 0.0 0.19
H 1.63736 1.48869 -2.59631 0.1 0.1 0.6 0.24
H 0.04592 3.95597 -2.36875 0.2 -0.1 0.0 0.23
H 1.18079 3.13423 -1.27680 0.0 0.0 0.0 0.20
H 1.15502 -1.50342 7.31760 0.0 0.0 0.0 0.20
H 0.07883 0.16241 9.63070 0.1 0.0 0.0 0.17
H -2.84510 2.71698 -2.51774 -0.2 0.1 0.0 0.22
H -3.57450 3.09556 -0.92357 0.0 0.0 0.0 0.26
H -0.58911 1.08790 -3.11290 0.1 -0.1 -0.2 0.25
H -0.57096 -0.58628 -2.60445 0.3 -0.1 0.0 0.22
H 1.22212 1.65656 0.40342 0.0 0.1 -0.5 0.25
H 1.93591 -0.12518 8.10098 0.0 0.0 0.0 0.22
H -0.29865 -0.97510 -0.10815 0.1 0.0 0.1 0.20
H 2.42695 -1.83758 -5.23728 0.0 0.1 0.0 0.17
H -1.43371 -0.96333 -6.05410 0.1 0.1 0.0 0.20



67
Properties=species:S:1:pos:R:3:forces:R:3:lowdin_spin:R:1 method="wB97M-V/def2-TZVPD" e_lumo_ev="-5.62 / -5.67" e_homo_ev="-13.1308 / -13.1387" multiplicity=5 de_lowest_kj_mol=69.96 total_charge=+2
Cr 0.37403 -1.57604 0.17994 -0.7 0.7 0.0 3.77
S -0.31205 0.86597 2.74878 0.0 0.5 0.2 0.01
S -2.32283 -1.95950 0.67308 0.4 -0.1 0.0 0.04
S 1.60276 -3.58454 -0.00556 0.2 -0.5 -0.1 0.02
S 0.54399 -2.09556 2.63085 0.3 -0.4 0.2 0.01
S -0.30543 -2.02251 -2.15489 0.1 -0.2 -0.1 0.00
O -0.13731 0.33024 -0.21648 0.3 -0.1 -0.2 0.05
N 1.30723 1.23608 -1.76355 0.0 -0.3 -0.1 0.00
N 1.38690 2.82111 1.96204 -0.3 0.2 -0.1 0.00
N 2.31949 0.96714 2.87175 0.0 0.0 0.0 0.00
N -0.88227 1.99220 -1.51419 -0.3 0.1 -0.1 0.01
C -0.92039 5.82178 0.10790 0.0 0.1 0.1 0.00
C 0.08708 1.15367 -1.15846 0.1 0.1 0.2 0.01
C -1.55515 4.90262 0.92995 0.1 0.0 0.0 0.00
C -1.17069 -2.37487 3.17068 0.0 0.0 -0.2 0.01
C 0.63269 -3.52671 -2.58458 -0.1 0.1 0.1 0.00
C -0.84415 3.88205 1.55474 0.0 0.0 0.1 0.00
C 1.21234 -3.81163 2.67722 -0.1 0.2 -0.2 0.00
C 0.45027 5.71978 -0.09481 0.0 0.0 0.1 0.00
C -2.21846 1.79364 -0.94102 0.1 0.0 0.0 0.00
C 1.06549 -4.61582 1.39203 0.1 0.1 0.0 0.01
C -0.64946 3.25786 -2.21438 -0.1 0.0 0.0 0.00
C 2.44216 0.59467 -1.12075 -0.1 0.0 -0.1 0.01
C -2.02000 -2.63323 -1.98435 0.1 0.0 0.1 0.01
C 0.89928 -4.48151 -1.42831 0.1 0.1 0.0 0.01
C -2.40012 -3.22641 -0.63356 -0.1 0.1 0.1 0.01
C 1.16650 4.70390 0.51592 0.1 0.0 0.0 0.00
C 1.43860 1.38795 -3.21682 0.0 0.1 0.1 0.00
C -2.11622 -3.00391 2.15453 -0.1 0.1 0.0 0.00
C 0.52619 3.78537 1.34852 0.1 -0.2 0.0 0.00
C 1.16876 1.62224 2.53122 -0.1 -0.2 -0.1 0.00
H -3.41955 -3.60815 -0.69423 0.0 0.0 0.0 0.00
H 0.09225 -4.03552 -3.38116 0.1 0.0 -0.1 0.00
H 1.89248 0.48507 -3.63191 0.0 0.0 0.0 0.00
H -1.51924 -1.38862 3.46757 0.0 0.0 0.1 0.00
H 0.73825 -4.33009 3.50955 0.1 0.0 0.0 0.00
H -1.78247 -3.98780 1.83017 0.0 0.0 0.1 0.00
H 2.31258 0.58023 -0.04144 0.0 0.1 0.1 0.00
H -2.48380 0.74011 -0.94932 0.0 0.0 0.0 0.00
H -2.25594 2.14612 0.08951 0.0 0.0 0.0 0.00
H -2.16804 -3.36459 -2.77914 0.0 0.0 0.0 0.00
H -1.74377 -4.04841 -0.35084 0.0 0.0 -0.1 0.00
H -1.21794 4.03717 -1.70902 0.1 -0.1 0.0 0.00
H 2.19438 0.18145 3.48558 0.0 0.0 0.1 0.00
H -3.09204 -3.11918 2.62383 0.0 -0.1 0.0 0.00
H -1.48268 6.62493 -0.35570 0.0 -0.1 0.0 0.00
H 3.17257 1.48966 3.01098 0.0 0.0 0.0 0.00
H 1.56726 -3.15196 -3.00230 0.0 0.0 0.0 0.00
H 2.07224 2.23749 -3.47249 0.0 0.0 0.0 0.00
H 0.96677 6.44093 -0.71779 0.0 -0.1 0.0 0.00
H -2.61907 4.99124 1.11367 0.0 0.0 0.0 0.00
H 1.62411 -5.23583 -1.73073 0.0 0.0 0.0 0.00
H -0.00593 -4.98600 -1.09903 0.0 0.0 0.0 0.00
H 2.59309 -0.43248 -1.48182 0.0 0.0 0.0 0.01
H -0.97492 3.20953 -3.25400 0.0 0.0 0.0 0.00
H 3.34478 1.15852 -1.35210 0.0 0.0 0.0 0.00
H 1.70156 -5.50002 1.40998 0.0 0.0 0.1 0.00
H 0.03794 -4.92304 1.20858 0.0 0.0 0.0 0.00
H -1.35065 3.19614 2.21377 0.0 0.0 0.0 0.00
H -2.93619 2.34966 -1.53934 0.0 0.0 0.0 0.00
H 0.46634 1.51681 -3.68238 0.0 0.0 0.0 0.00
H -2.64286 -1.76744 -2.21200 0.0 0.0 0.0 0.00
H -1.11576 -2.99739 4.06352 0.0 0.0 0.0 0.00
H 2.35584 3.08708 1.89053 0.1 0.1 0.0 0.00
H 0.40233 3.52789 -2.17335 0.0 0.0 0.0 0.00
H 2.24049 4.63102 0.35641 -0.1 0.0 0.0 0.00
H 2.26638 -3.68056 2.91900 0.0 0.0 0.0 0.00



8
Properties=species:S:1:pos:R:3:forces:R:3:nbo_charge:R:1 method="wB97M-V/def2-TZVPD" e_lumo_ev=3.64 e_homo_ev=-3.2067 de_lowest_kj_mol=274.12 total_charge=-1
Se -2.36200 -0.54912 -0.57794 -0.7 -0.5 -0.5 -0.40
O 2.02368 0.00267 -0.35424 -1.1 -1.5 1.9 -0.76
O -1.48727 0.94432 1.60454 -0.3 1.1 1.6 -0.60
C -1.34234 0.31774 0.63487 2.4 -0.3 -0.9 0.35
C 0.57299 -0.21063 -0.06004 -0.9 -0.4 -1.2 -0.32
H 0.11458 -0.21237 -1.04886 0.1 -0.5 0.1 0.14
H 0.51257 -1.17458 0.41174 0.0 -0.6 0.0 0.15
H 1.96779 0.88197 -0.61008 0.6 2.6 -0.9 0.45